# 1
The following is a quantum chemistry calculation of a cluster of 11 separate species, C52H57N9O24 in total in a non-equilibrium geometry, from the Open Molecules 2025 dataset.

E_HOMO (eV): -9.97
F_max (eV/Å): 5.1
M (Da): 1192.1
Orbital gap (Ha): 0.318
E (eV): -117371.791

XYZ file:
```
142
C52H57N9O24, DFT ωB97M-V/def2-TZVPD
O 5.421 -3.833 3.063
N 4.237 -4.024 3.507
O 3.955 -4.748 4.449
C 3.150 -3.373 2.746
C 3.270 -2.142 2.113
C 2.185 -1.642 1.448
C 0.910 -2.242 1.517
C 0.815 -3.489 2.110
C 1.947 -4.025 2.702
H 4.187 -1.573 2.083
H 2.308 -0.689 0.955
H 0.082 -1.665 1.133
H -0.152 -3.970 2.094
H 1.998 -5.052 3.031
O -5.769 2.110 1.964
N -4.748 2.405 1.468
O -3.636 1.944 1.798
C -4.828 3.396 0.468
C -3.743 3.577 -0.419
C -3.839 4.457 -1.518
C -4.937 5.237 -1.618
C -6.005 5.184 -0.712
C -5.875 4.292 0.361
H -2.854 3.001 -0.210
H -3.098 4.429 -2.303
H -5.047 5.862 -2.492
H -6.832 5.874 -0.792
H -6.718 4.163 1.024
O -6.312 7.728 3.727
N -6.065 6.572 3.528
O -6.893 5.790 3.084
C -4.657 6.085 3.794
C -3.647 7.088 3.897
C -2.324 6.756 3.954
C -1.962 5.399 3.899
C -2.925 4.405 3.834
C -4.292 4.728 3.768
H -3.885 8.138 3.984
H -1.496 7.450 3.961
H -0.918 5.128 3.940
H -2.567 3.388 3.898
H -5.075 3.986 3.719
O 0.843 -2.111 7.489
N 0.969 -1.552 6.403
O 2.073 -1.500 5.785
C -0.200 -0.910 5.820
C -1.317 -0.597 6.585
C -2.469 0.014 6.025
C -2.516 0.296 4.670
C -1.312 0.124 3.953
C -0.249 -0.553 4.468
H -1.301 -0.832 7.639
H -3.244 0.286 6.728
H -3.413 0.630 4.170
H -1.263 0.298 2.888
H 0.593 -0.794 3.836
O 6.486 1.887 6.533
N 6.724 2.460 5.470
O 7.686 3.227 5.288
C 5.698 2.284 4.362
C 4.457 1.615 4.562
C 3.543 1.573 3.509
C 3.806 2.171 2.272
C 5.034 2.851 2.109
C 5.951 2.834 3.080
H 4.154 1.169 5.498
H 2.614 1.048 3.675
H 3.098 2.046 1.466
H 5.305 3.140 1.105
H 6.909 3.297 2.897
O -1.861 1.515 -3.758
N -3.035 1.691 -3.583
O -3.615 2.393 -4.342
C -3.737 0.945 -2.544
C -5.076 1.136 -2.265
C -5.796 0.440 -1.307
C -5.152 -0.633 -0.689
C -3.825 -0.925 -0.906
C -3.134 -0.112 -1.818
H -5.755 1.795 -2.786
H -6.844 0.629 -1.132
H -5.683 -1.150 0.097
H -3.352 -1.694 -0.312
H -2.099 -0.345 -2.023
O 4.931 -2.537 -1.021
N 4.570 -3.160 -2.046
O 4.839 -2.772 -3.183
C 3.759 -4.379 -1.947
C 3.463 -5.161 -3.081
C 2.815 -6.353 -2.867
C 2.399 -6.791 -1.606
C 2.608 -5.948 -0.504
C 3.306 -4.768 -0.659
H 3.676 -4.785 -4.071
H 2.569 -6.899 -3.766
H 1.865 -7.712 -1.424
H 2.356 -6.212 0.512
H 3.481 -4.192 0.238
C -0.718 -5.297 -2.027
N -1.086 -3.806 -1.959
O -0.755 -3.229 -0.982
O -1.785 -3.330 -2.815
H -1.695 -5.776 -2.081
H -0.268 -5.639 -1.094
H -0.095 -5.372 -2.918
C 4.267 0.819 -2.692
N 3.542 2.017 -3.184
O 2.888 2.017 -4.208
O 3.639 2.992 -2.369
H 3.664 0.558 -1.822
H 5.270 1.039 -2.326
H 4.160 0.106 -3.510
C 1.757 -1.506 -2.969
C 0.836 -0.308 -2.766
O 0.269 -0.243 -1.487
C 0.591 0.838 -0.746
O 1.599 1.527 -0.833
O -0.439 1.010 0.116
C -0.265 1.945 1.192
H 2.759 -1.292 -2.599
H 1.755 -1.873 -3.995
H 1.429 -2.236 -2.229
H 0.088 -0.430 -3.549
H 1.310 0.633 -3.044
H 0.461 1.646 1.947
H -1.233 2.134 1.657
H 0.037 2.948 0.890
C 2.402 -4.478 -7.203
C 0.927 -4.016 -7.092
O 0.865 -2.640 -6.669
C -0.236 -2.001 -6.849
O -1.248 -2.364 -7.485
O -0.028 -0.745 -6.373
C -0.775 0.338 -6.836
H 3.104 -3.774 -7.651
H 2.622 -5.228 -7.963
H 2.959 -4.799 -6.323
H 0.337 -4.655 -6.436
H 0.520 -4.125 -8.098
H -0.459 0.647 -7.832
H -0.828 1.287 -6.303
H -1.842 0.138 -6.938
```

---

# 2
The following is a quantum chemistry calculation of a cluster of 2 separate species, C52H62N6O2S in total in a non-equilibrium geometry, from the Open Molecules 2025 dataset.

E_HOMO (eV): -5.79
F_max (eV/Å): 2.7
M (Da): 835.2
Orbital gap (Ha): 0.188
E (eV): -78801.506

XYZ file:
```
123
C52H62N6O2S, DFT ωB97M-V/def2-TZVPD
C -5.559 -2.520 -3.717
N -4.277 -1.921 -3.372
C -4.137 -0.550 -3.359
S -5.386 0.429 -3.814
N -2.941 0.002 -2.948
C -2.750 1.443 -2.955
C -1.852 -0.775 -2.507
O -0.836 -0.239 -2.097
C -1.964 -2.232 -2.563
C -0.917 -2.952 -2.070
C -0.703 -4.387 -2.116
C -1.062 -5.134 -3.242
C -0.926 -6.497 -3.289
C -0.391 -7.181 -2.178
N -0.280 -8.571 -2.199
C -0.688 -9.377 -3.370
C -1.774 -8.691 -4.195
C -1.397 -7.239 -4.503
C 0.278 -9.325 -1.057
C 0.056 -8.586 0.259
C 0.575 -7.146 0.156
C 0.027 -6.438 -1.051
C -0.112 -5.068 -1.044
C -3.226 -2.811 -3.048
O -3.417 -4.008 -3.165
H -5.497 -3.606 -3.669
H -6.329 -2.177 -3.030
H -5.844 -2.230 -4.724
H -1.732 1.697 -2.657
H -2.932 1.832 -3.955
H -3.450 1.911 -2.268
H -0.155 -2.368 -1.579
H -1.498 -4.620 -4.080
H 0.203 -9.552 -3.977
H -1.025 -10.359 -3.023
H -1.966 -9.248 -5.122
H -2.712 -8.709 -3.628
H -2.258 -6.706 -4.925
H -0.612 -7.200 -5.268
H -0.172 -10.323 -1.031
H 1.344 -9.474 -1.244
H -1.020 -8.571 0.478
H 0.525 -9.123 1.094
H 0.322 -6.584 1.064
H 1.669 -7.142 0.095
H 0.199 -4.508 -0.181
C 4.517 2.505 3.579
C 4.051 1.333 2.717
C 4.603 0.003 3.235
C 4.363 1.580 1.254
C 5.615 1.371 0.711
C 5.850 1.632 -0.627
C 4.840 2.113 -1.437
C 3.580 2.353 -0.921
C 2.449 2.896 -1.774
C 2.039 1.923 -2.884
C 2.782 4.279 -2.334
C 3.353 2.087 0.431
N 2.052 2.322 0.992
N 1.748 3.396 1.709
N 0.484 3.246 2.031
C -0.295 4.323 2.587
C -1.019 5.159 1.730
C -0.913 4.957 0.231
C 0.218 5.807 -0.347
C -2.224 5.204 -0.521
C -1.717 6.221 2.278
C -1.712 6.436 3.642
C -0.996 5.605 4.481
C -0.276 4.542 3.970
C 0.608 3.677 4.843
C -0.092 3.183 6.113
C 1.905 4.408 5.186
C -0.096 2.045 1.530
C -1.462 1.618 1.677
C -2.124 0.897 0.669
C -3.422 0.481 0.839
C -4.085 0.741 2.028
C -3.452 1.451 3.035
C -2.170 1.904 2.857
C 0.961 1.425 0.829
C 1.007 0.223 0.200
H 4.084 3.446 3.236
H 4.238 2.361 4.624
H 5.603 2.607 3.539
H 2.950 1.279 2.788
H 4.297 -0.837 2.606
H 5.692 0.011 3.258
H 4.263 -0.190 4.255
H 6.408 0.995 1.333
H 6.826 1.444 -1.043
H 5.026 2.295 -2.480
H 1.580 3.013 -1.104
H 1.747 0.948 -2.489
H 1.199 2.316 -3.460
H 2.862 1.760 -3.579
H 3.047 4.983 -1.542
H 3.627 4.227 -3.021
H 1.939 4.692 -2.890
H -0.650 3.896 0.080
H 1.171 5.593 0.141
H 0.336 5.627 -1.415
H 0.008 6.869 -0.217
H -3.055 4.642 -0.088
H -2.494 6.259 -0.498
H -2.129 4.926 -1.573
H -2.259 6.889 1.631
H -2.258 7.270 4.055
H -0.983 5.789 5.543
H 0.864 2.790 4.239
H -1.063 2.731 5.900
H 0.522 2.446 6.635
H -0.264 4.006 6.806
H 2.420 4.754 4.288
H 1.701 5.283 5.805
H 2.584 3.763 5.744
H -1.614 0.688 -0.256
H -3.921 -0.047 0.043
H -5.094 0.390 2.170
H -3.958 1.638 3.968
H -1.678 2.463 3.635
H 0.148 -0.412 0.136
H 1.906 -0.115 -0.270
```